# 1
This record from OMol25 describes 31 unconnected molecules or ions with the total composition C2H67NO31P at a distorted geometry. The level of theory is ωB97M-V with the def2-TZVPD basis set.

```
! wB97M-V def2-TZVPD RIJCOSX def2/J DEFGRID3
* xyz -1 1
C 3.83 -3.21 1.43
P 3.99 -1.37 1.58
O 5.09 -0.88 0.37
C 2.39 -0.78 1.07
N 1.34 -1.73 1.53
H 3.29 -3.44 0.51
H 4.79 -3.71 1.42
H 3.21 -3.51 2.27
H 5.91 -0.74 0.86
H 2.26 0.14 1.63
H 1.29 -2.56 0.97
H 0.44 -1.28 1.56
O -1.67 -1.48 1.23
H -1.55 -1.91 0.38
H -2.49 -0.99 1.14
O -4.17 0.06 0.29
H -4.89 0.45 0.79
H -4.18 0.52 -0.56
O 5.08 -5.19 3.50
H 4.99 -4.27 3.79
H 4.30 -5.63 3.86
O 6.33 -2.69 -1.38
H 5.93 -2.03 -0.76
H 5.84 -3.49 -1.14
O -0.76 0.95 -0.68
H -1.02 0.20 -0.13
H 0.21 0.88 -0.72
O -6.22 2.18 1.56
H -7.05 2.14 2.05
H -6.33 2.94 0.98
O 2.35 -5.72 0.00
H 2.19 -6.48 0.58
H 3.30 -5.66 -0.06
O -7.80 0.14 0.10
H -7.04 0.60 0.47
H -7.79 -0.70 0.58
O 4.11 2.07 1.92
H 4.09 1.40 1.23
H 4.19 2.90 1.44
O -1.07 1.66 -3.48
H -1.13 1.42 -2.54
H -1.94 2.02 -3.68
O -7.17 4.46 -0.11
H -8.03 4.46 -0.55
H -6.61 5.03 -0.65
O -3.62 2.16 -5.25
H -4.37 1.81 -5.73
H -2.85 1.94 -5.79
O 7.57 -2.29 1.31
H 7.56 -3.21 1.57
H 7.85 -2.32 0.39
O -4.53 2.87 -2.38
H -4.31 2.67 -3.30
H -3.72 3.29 -2.06
O 2.70 4.55 1.40
H 2.59 4.34 2.33
H 1.85 4.94 1.14
O 0.57 4.09 -1.09
H 0.54 3.16 -0.81
H 0.92 4.04 -1.98
O -4.34 5.35 0.39
H -4.75 6.00 0.97
H -4.79 4.53 0.61
O 8.00 -6.51 3.43
H 7.99 -6.75 4.36
H 7.12 -6.14 3.28
O -7.34 -2.84 1.11
H -7.81 -3.14 0.33
H -6.93 -3.63 1.48
O -3.06 -2.30 -1.67
H -3.78 -1.89 -1.16
H -3.08 -1.84 -2.51
O 8.07 -4.92 -2.53
H 7.56 -4.22 -2.09
H 7.60 -5.72 -2.30
O -2.03 4.61 -3.24
H -1.79 4.43 -4.16
H -1.24 4.99 -2.85
O -0.55 5.15 -5.77
H 0.33 5.44 -5.50
H -0.67 5.51 -6.65
O -3.96 0.21 3.21
H -3.58 -0.67 3.22
H -3.50 0.66 2.49
O 8.40 -4.92 0.52
H 8.40 -5.78 0.96
H 8.84 -5.06 -0.33
O -2.97 2.57 0.46
H -3.82 2.53 0.93
H -3.05 3.34 -0.11
O -3.45 3.95 3.44
H -3.48 3.02 3.70
H -3.09 3.94 2.54
O 0.37 -0.48 -5.05
H -0.07 0.11 -4.43
H 0.04 -1.36 -4.83
O 7.77 1.33 1.03
H 7.74 0.40 1.29
H 8.05 1.32 0.11
O -7.96 0.12 3.26
H -8.12 -0.61 3.87
H -7.01 0.07 3.09
*
```

F_max: 1.53 eV/A
Frontier orbital gap: 2.84 eV
E: -2844.90637 Eh



# 2
This record from OMol25 describes a molecular structure, C2H6AlF2O at a distorted geometry. The level of theory is ωB97M-V with the def2-TZVPD basis set.

```
! wB97M-V def2-TZVPD RIJCOSX def2/J DEFGRID3
* xyz 1 1
Al 0.41 0.87 3.12
F -0.02 -1.80 2.12
F -2.20 1.33 2.37
C 0.01 -0.95 -1.10
C 0.65 0.47 -0.88
O 0.08 1.11 0.23
H -1.04 -1.01 -0.82
H 0.59 -1.50 -0.34
H 0.21 -1.30 -2.11
H 0.40 1.01 -1.80
H 1.72 0.32 -0.77
H -0.80 1.45 -0.02
*
```

F_max: 3.94 eV/A
Frontier orbital gap: 3.95 eV
E: -596.60083 Eh
ΔE to the lowest compared entry with this formula, charge and spin: 7.920 eV



# 3
This record from OMol25 describes a molecular structure, C2H6BaO2 at a distorted geometry. The level of theory is ωB97M-V with the def2-TZVPD basis set.

```
! wB97M-V def2-TZVPD RIJCOSX def2/J DEFGRID3
* xyz 2 1
C 1.96 0.07 2.91
C 1.05 0.71 1.90
O 0.39 -0.38 1.14
H 2.49 0.88 3.43
H 1.39 -0.50 3.67
H 2.70 -0.58 2.44
H 1.58 1.28 1.13
H 0.25 1.30 2.35
H -0.25 -0.91 1.75
Ba -0.47 0.33 -2.13
O -0.75 0.11 0.45
*
```

F_max: 3.14 eV/A
Frontier orbital gap: 9.86 eV
E: -255.04996 Eh
ΔE to the lowest compared entry with this formula, charge and spin: 0.000 eV



# 4
This record from OMol25 describes 2 unconnected molecules or ions with the total composition C2H6BrClO4P. The level of theory is ωB97M-V with the def2-TZVPD basis set.

```
! wB97M-V def2-TZVPD RIJCOSX def2/J DEFGRID3
* xyz 1 1
O 2.16 -2.61 1.85
C 2.44 -1.57 1.35
O 1.66 -0.44 1.53
C 1.34 0.24 0.36
Br 1.73 2.12 0.52
P -0.47 0.06 -0.05
O -1.06 -0.36 1.40
Cl -0.40 -1.75 -1.04
H 3.35 -1.38 0.77
H 1.92 -0.15 -0.48
H -1.36 -1.28 1.42
O -2.63 1.85 -1.91
H -2.64 0.88 -2.10
H -2.94 2.04 -1.00
H -3.10 2.37 -2.60
*
```

F_max: 0.49 eV/A
Frontier orbital gap: 7.94 eV
E: -3756.03047 Eh



# 5
This record from OMol25 describes 3 unconnected molecules or ions with the total composition C2H6BrN2O at a distorted geometry. The level of theory is ωB97M-V with the def2-TZVPD basis set.

```
! wB97M-V def2-TZVPD RIJCOSX def2/J DEFGRID3
* xyz 1 1
C 0.39 -0.66 -1.41
C -1.89 -1.28 2.22
N -0.07 -1.26 -2.31
N 0.82 -0.27 -0.30
O -1.63 -0.69 1.24
Br 2.69 2.17 -1.17
H -2.79 -2.00 2.28
H -1.51 -0.97 3.23
H -0.25 -1.51 -3.26
H 3.78 1.35 -1.18
H 0.17 -0.11 0.44
H 1.70 0.28 -0.24
*
```

F_max: 4.37 eV/A
Frontier orbital gap: 9.84 eV
E: -2838.24583 Eh
ΔE to the lowest compared entry with this formula, charge and spin: 1.587 eV



# 6
This record from OMol25 describes 2 unconnected molecules or ions with the total composition C2H6BrOP at a distorted geometry. The level of theory is ωB97M-V with the def2-TZVPD basis set.

```
! wB97M-V def2-TZVPD RIJCOSX def2/J DEFGRID3
* xyz 0 1
C -0.25 -1.38 -0.12
C -0.86 -0.12 0.40
O 1.95 1.44 -0.59
P 0.36 1.91 -0.47
Br -2.64 0.11 -0.40
H 0.03 -1.08 -1.30
H 0.74 -1.64 0.30
H -0.95 -2.21 -0.06
H -0.86 0.09 1.48
H 2.12 0.62 -0.05
H 0.35 2.26 0.80
*
```

F_max: 3.76 eV/A
Frontier orbital gap: 8.69 eV
E: -3070.32472 Eh
ΔE to the lowest compared entry with this formula, charge and spin: 3.621 eV



# 7
This record from OMol25 describes a molecular structure, C2H6CaO2 at a distorted geometry. The level of theory is ωB97M-V with the def2-TZVPD basis set.

```
! wB97M-V def2-TZVPD RIJCOSX def2/J DEFGRID3
* xyz 1 2
C -1.49 -0.93 -0.03
C -1.35 0.54 -0.07
O -0.05 1.01 -0.25
H -2.54 -1.19 0.11
H -1.15 -1.41 -0.97
H -0.92 -1.38 0.81
H -2.00 1.23 0.46
H 0.05 1.93 0.09
Ca 1.78 0.03 -0.68
O 3.61 0.26 -0.12
H 4.06 -0.10 0.64
*
```

F_max: 2.03 eV/A
⟨S²⟩: 0.753
Frontier orbital gap (spin up / spin down): 8.02 / 9.52 eV
E: -907.62312 Eh
ΔE to the lowest compared entry with this formula, charge and spin: 0.000 eV



# 8
This record from OMol25 describes 2 unconnected molecules or ions with the total composition C2H6Cl2N3 at a distorted geometry. The level of theory is ωB97M-V with the def2-TZVPD basis set.

```
! wB97M-V def2-TZVPD RIJCOSX def2/J DEFGRID3
* xyz 1 3
C 1.29 -0.53 -0.18
C -1.62 0.84 0.08
N 2.27 -1.14 -0.92
N -1.89 0.56 1.31
N 0.56 0.47 -0.47
Cl 0.78 -1.43 1.21
Cl -2.52 0.02 -1.13
H -1.33 1.83 -0.32
H 2.70 -0.71 -1.79
H 2.76 -1.84 -0.27
H -2.43 -0.21 1.65
H -1.33 1.10 2.15
H 0.77 1.03 -1.32
*
```

F_max: 7.92 eV/A
⟨S²⟩: 2.017
Frontier orbital gap (spin up / spin down): 5.64 / 5.23 eV
E: -1163.98950 Eh
ΔE to the lowest compared entry with this formula, charge and spin: 0.000 eV